{"formula": "C12H25NO4PdSi", "method": "wB97M-V/def2-TZVPD", "orbital_gap_ha": 0.120, "charge": 2, "homo_energy_ev": -16.3, "total_energy_ev": -33865.0077, "elements": ["C", "C", "O", "O", "C", "C", "C", "C", "C", "C", "C", "C", "Si", "N", "C", "C", "O", "O", "H", "H", "H", "H", "H", "H", "H", "H", "H", "H", "H", "H", "H", "H", "H", "H", "H", "H", "H", "H", "H", "H", "H", "H", "H", "Pd"], "xyz": [[0.352, -2.024, 1.555], [-0.322, -3.186, 0.824], [0.359, -3.923, 0.143], [-1.652, -3.197, 0.983], [-2.371, -2.932, -0.259], [-2.175, -1.466, -0.615], [-2.806, -0.515, 0.396], [-2.599, 0.988, 0.132], [-1.142, 1.491, -0.071], [-0.763, 2.022, -1.462], [0.020, 1.047, -2.346], [1.549, 1.146, -2.160], [2.311, 0.458, -0.585], [3.800, -0.325, -1.020], [2.750, 1.818, 0.674], [1.995, 1.817, 1.980], [1.498, 0.814, 2.505], [1.949, 3.025, 2.568], [0.053, -1.072, 1.121], [-0.185, -2.038, 2.634], [1.431, -2.137, 1.641], [-1.945, -3.559, -1.044], [-3.414, -3.220, -0.169], [-1.093, -1.302, -0.707], [-2.577, -1.255, -1.608], [-3.883, -0.694, 0.350], [-2.500, -0.746, 1.419], [-2.939, 1.471, 1.047], [-3.265, 1.316, -0.665], [-0.449, 0.713, 0.285], [-1.007, 2.323, 0.622], [-0.168, 2.931, -1.367], [-1.684, 2.305, -1.975], [-0.289, 0.008, -2.225], [-0.195, 1.301, -3.386], [2.007, 0.562, -2.966], [1.872, 2.179, -2.316], [1.400, -0.587, 0.077], [4.237, -0.921, -0.325], [3.798, -0.793, -1.921], [2.624, 2.778, 0.175], [3.813, 1.743, 0.929], [1.185, 3.080, 3.161], [0.420, -1.446, 3.969]], "nbo_charge": [-0.58, 0.78, -0.39, -0.51, -0.07, -0.43, -0.40, -0.40, -0.39, -0.41, -0.39, -0.86, 1.57, -1.08, -0.98, 0.85, -0.70, -0.63, 0.30, 0.16, 0.27, 0.22, 0.24, 0.17, 0.25, 0.24, 0.18, 0.22, 0.23, 0.16, 0.22, 0.21, 0.24, 0.20, 0.24, 0.26, 0.27, -0.12, 0.41, 0.42, 0.30, 0.31, 0.51, 0.93]}